[1]
Entry from OMol25: a 2-piece molecular cluster, C5H10O2 overall (wB97M-V/def2-TZVPD).

```
17
Properties=species:S:1:pos:R:3:nbo_charge:R:1
C -1.534 -0.354 0.978 -0.55
C -0.456 -0.743 0.293 0.37
O -0.583 -1.644 -0.715 -0.68
C 0.929 -0.288 0.657 -0.48
C 2.011 -0.305 -0.422 -0.63
H -1.421 0.314 1.825 0.21
H -2.518 -0.734 0.736 0.22
H 0.221 -1.646 -1.250 0.48
H 0.865 0.706 1.110 0.24
H 1.186 -0.991 1.455 0.23
H 2.972 -0.046 0.030 0.23
H 1.828 0.411 -1.228 0.23
H 2.147 -1.303 -0.854 0.19
C -1.410 1.639 -0.643 0.28
O -0.253 1.990 -0.711 -0.58
H -1.861 0.910 -1.341 0.12
H -2.122 2.083 0.079 0.11
```

The value obtained for the energy above the lowest of the compared OMol25 structures with the same formula, charge and spin is 2.559 eV. Its LUMO energy is 0.86 eV. The orbital gap comes out at 9.67 eV. The calculated total energy is -346.931387 Ha.



[2]
Entry from OMol25: the molecule C4H4N2 (wB97M-V/def2-TZVPD).

```
10
Properties=species:S:1:pos:R:3:nbo_charge:R:1
H 2.237 0.624 -0.003 0.32
N 2.264 -0.434 0.028 -0.42
C 0.945 -0.388 0.017 0.27
C 0.242 0.824 -0.047 -0.28
C -1.077 0.455 -0.072 -0.26
C -1.116 -0.980 0.084 0.10
N 0.181 -1.457 -0.218 -0.44
H 0.429 1.881 0.038 0.24
H -2.007 1.069 -0.234 0.23
H -2.098 -1.593 0.409 0.23
```

The value obtained for the energy above the lowest of the compared OMol25 structures with the same formula, charge and spin is 3.407 eV. Its LUMO energy is -1.48 eV. The orbital gap comes out at 8.08 eV. The calculated total energy is -264.201244 Ha.



[3]
Entry from OMol25: a 5-piece molecular cluster, C26H44F9NO8S overall (wB97M-V/def2-TZVPD).

```
89
Properties=species:S:1:pos:R:3:mulliken_charge:R:1
H -2.405 0.690 -1.715 0.22
N -1.765 1.451 -1.411 -0.38
C -2.395 2.117 -0.462 -0.46
C -1.667 3.357 0.220 1.48
C -1.977 4.764 -0.512 -0.37
O -0.869 5.196 -1.329 -0.43
C -0.869 4.527 -2.610 -0.36
C 0.530 3.710 -2.733 -0.53
O 1.377 3.887 -1.560 -0.29
C 1.882 2.587 -1.156 -0.78
S 3.296 2.703 0.034 1.14
O 4.415 1.866 -0.550 -0.65
O 3.787 4.115 0.053 -0.63
C 2.942 1.975 1.712 0.40
F 2.541 0.632 1.473 -0.16
F 4.058 1.891 2.544 -0.25
C 1.738 2.650 2.524 0.66
F 1.891 2.232 3.874 -0.30
F 0.528 2.073 2.099 -0.22
C 1.719 4.239 2.536 0.49
F 3.000 4.750 2.831 -0.27
F 1.212 4.777 1.335 -0.13
C 0.764 4.858 3.689 0.43
F 1.319 4.789 4.953 -0.22
F -0.540 4.379 3.607 -0.19
F 0.680 6.235 3.380 -0.25
H -3.429 1.813 -0.100 0.38
H -2.005 3.454 1.299 0.31
H -0.555 3.181 0.094 -1.28
H -2.966 4.705 -1.060 0.10
H -2.084 5.524 0.337 0.31
H -0.919 5.256 -3.490 0.37
H -1.737 3.792 -2.732 0.19
H 1.134 4.020 -3.646 0.34
H 0.244 2.602 -2.763 0.33
H 2.292 2.107 -2.115 0.60
H 1.003 1.963 -0.796 0.36
C 3.934 -3.602 -0.256 -0.66
C 2.843 -2.789 0.409 -0.03
C 2.497 -1.783 -0.672 -0.02
O 2.739 -2.426 -1.930 -0.47
C 3.462 -3.644 -1.696 -0.16
H 4.068 -4.595 0.177 0.35
H 4.887 -3.068 -0.190 0.31
H 1.978 -3.428 0.615 -0.14
H 3.152 -2.320 1.344 0.36
H 3.145 -0.902 -0.616 -0.06
H 1.456 -1.454 -0.621 0.24
H 2.775 -4.479 -1.865 0.06
H 4.287 -3.724 -2.407 0.22
C 2.015 -7.823 -5.170 -0.54
C 2.674 -8.724 -4.149 -0.53
C 3.771 -7.831 -3.602 -0.42
O 3.291 -6.483 -3.691 -0.35
C 2.106 -6.467 -4.498 -0.44
H 0.991 -8.109 -5.414 0.32
H 2.600 -7.821 -6.096 0.27
H 1.961 -8.969 -3.355 0.26
H 3.053 -9.658 -4.565 0.33
H 4.681 -7.904 -4.207 0.26
H 4.023 -8.063 -2.565 0.27
H 1.251 -6.294 -3.835 0.28
H 2.161 -5.645 -5.215 0.31
C -0.344 -4.931 3.534 -0.48
C -1.436 -4.116 4.194 -0.55
C -1.778 -3.112 3.109 -0.30
O -1.534 -3.759 1.854 -0.40
C -0.812 -4.975 2.092 -0.38
H -0.211 -5.922 3.969 0.35
H 0.610 -4.397 3.601 0.22
H -2.301 -4.754 4.399 0.26
H -1.129 -3.645 5.129 0.34
H -1.130 -2.230 3.165 0.17
H -2.819 -2.783 3.156 0.26
H -1.500 -5.811 1.924 0.29
H 0.015 -5.057 1.384 0.20
C -6.798 5.522 0.508 -0.59
C -6.598 5.290 1.990 -0.60
C -5.272 4.555 2.018 -0.50
O -4.514 5.025 0.894 -0.19
C -5.380 5.780 0.035 -0.46
H -7.478 6.344 0.280 0.35
H -7.189 4.613 0.040 0.28
H -6.503 6.251 2.507 0.26
H -7.406 4.728 2.461 0.33
H -5.413 3.475 1.900 0.27
H -4.712 4.734 2.939 0.30
H -5.114 6.837 0.137 0.27
H -5.223 5.479 -1.003 0.29
```

The value obtained for the energy above the lowest of the compared OMol25 structures with the same formula, charge and spin is 3.249 eV. Its LUMO energy is 0.26 eV. The orbital gap comes out at 9.28 eV. The calculated total energy is -2970.467101 Ha.



[4]
Entry from OMol25: the molecule C4H2Cl2 (wB97M-V/def2-TZVPD).

```
8
Properties=species:S:1:pos:R:3:nbo_charge:R:1
C 1.801 0.061 0.056 -0.27
C 1.041 0.735 -0.925 -0.20
C 0.592 1.287 -1.909 -0.19
C -0.933 -0.646 1.386 -0.38
Cl -1.620 -1.850 2.468 0.03
Cl 0.733 -0.805 1.046 0.55
H 0.059 1.514 -2.804 0.24
H -1.673 -0.294 0.681 0.22
```

The value obtained for the energy above the lowest of the compared OMol25 structures with the same formula, charge and spin is 6.473 eV. Its LUMO energy (alpha / beta) is -1.12 / -0.57 eV. The orbital gap (alpha / beta) comes out at 6.84 / 8.59 eV. The calculated total energy is -1073.674800 Ha.



[5]
Entry from OMol25: C38H68IrN4O3 as an isolated structure (wB97M-V/def2-TZVPD).

```
114
Properties=species:S:1:pos:R:3:lowdin_spin:R:1
Ir 1.416 0.166 0.274 2.35
C 4.160 1.167 1.286 0.01
N 3.620 -0.152 0.972 0.09
C 4.260 -0.810 -0.183 0.01
C 3.564 -1.011 2.233 0.00
C 2.248 -1.769 2.363 0.00
N 1.015 -0.906 2.154 0.15
C -0.241 -1.717 2.073 0.03
C -0.444 -2.508 0.799 0.12
C -1.629 -3.205 0.569 0.05
C -1.929 -3.807 -0.663 0.19
C -0.911 -3.821 -1.603 -0.01
C 0.388 -3.498 -1.294 0.15
C 0.576 -2.591 -0.193 0.16
O 1.583 -1.804 -0.328 0.36
C 1.573 -4.033 -2.141 0.01
C 2.814 -4.398 -1.269 0.00
C 1.009 -5.334 -2.801 0.00
C 1.911 -2.954 -3.170 0.01
C -3.260 -4.426 -0.956 0.02
C -4.002 -3.542 -1.991 0.02
C -4.150 -4.527 0.281 0.00
C -3.043 -5.837 -1.455 0.01
C 0.868 0.037 3.268 0.02
C -0.038 1.187 2.909 0.14
C -1.314 1.344 3.459 0.02
C -1.995 2.530 3.197 0.19
C -1.402 3.520 2.388 0.00
C -0.120 3.482 1.921 0.12
C 0.489 2.208 1.981 0.13
O 1.375 1.981 1.049 0.38
C 0.574 4.744 1.363 0.01
C 0.752 4.731 -0.163 0.01
C -0.325 5.989 1.741 0.00
C 1.988 4.965 2.048 0.01
C -3.410 2.788 3.687 0.02
C -3.985 4.135 3.180 0.00
C -3.479 2.819 5.223 0.01
C -4.334 1.613 3.307 0.02
H 5.131 1.063 1.834 0.00
H 3.476 1.667 1.988 0.00
H 4.241 1.779 0.387 0.00
H 5.350 -0.905 -0.121 0.00
H 4.032 -0.220 -1.092 0.00
H 3.816 -1.821 -0.296 0.00
H 3.745 -0.353 3.116 0.00
H 4.386 -1.751 2.207 0.00
H 2.182 -2.236 3.382 0.00
H 2.198 -2.550 1.607 0.00
H -1.068 -0.998 2.251 0.00
H -0.215 -2.451 2.920 0.01
H -2.402 -3.197 1.325 0.00
H -1.186 -4.120 -2.652 0.00
H 2.682 -5.298 -0.645 0.00
H 3.064 -3.541 -0.610 0.00
H 3.687 -4.559 -1.958 0.00
H 0.696 -6.065 -2.039 0.00
H 1.790 -5.870 -3.364 0.00
H 0.171 -5.162 -3.478 0.00
H 2.374 -2.082 -2.678 0.00
H 0.996 -2.640 -3.742 0.00
H 2.664 -3.280 -3.910 0.00
H -4.416 -2.656 -1.516 0.00
H -4.845 -4.134 -2.405 0.00
H -3.333 -3.278 -2.845 0.00
H -4.384 -3.530 0.671 0.00
H -3.719 -5.184 1.052 0.00
H -5.135 -4.936 -0.031 0.00
H -2.532 -5.902 -2.424 0.00
H -4.027 -6.363 -1.599 0.00
H -2.445 -6.462 -0.755 0.00
H 1.854 0.339 3.619 0.00
H 0.471 -0.540 4.132 0.00
H -1.775 0.531 3.990 0.00
H -1.996 4.399 2.110 0.00
H -0.126 4.334 -0.661 0.00
H 1.570 4.062 -0.481 0.00
H 1.019 5.706 -0.573 0.00
H -1.236 6.065 1.106 0.00
H 0.253 6.939 1.656 0.00
H -0.632 5.989 2.784 0.00
H 2.695 4.178 1.729 0.00
H 1.909 4.974 3.172 0.00
H 2.344 5.937 1.679 0.00
H -3.526 4.985 3.721 0.00
H -5.047 4.250 3.445 0.00
H -3.871 4.249 2.083 0.00
H -2.981 3.711 5.617 0.00
H -3.020 1.914 5.678 0.00
H -4.526 2.862 5.556 0.00
H -4.317 1.335 2.210 0.00
H -5.403 1.851 3.556 0.00
H -4.093 0.674 3.851 0.00
N -1.272 0.846 -0.296 0.02
N -0.043 0.731 -1.052 0.10
H -1.278 1.815 0.019 0.00
H -2.093 0.628 -0.846 0.00
H 0.270 1.594 -1.597 0.01
H -0.164 -0.035 -1.717 0.01
C -0.426 0.435 -5.566 0.00
C 0.985 0.955 -5.652 0.00
O 1.501 1.238 -4.338 0.00
C 2.732 1.996 -4.482 0.00
C 2.573 3.461 -4.174 0.00
H -0.782 0.109 -6.546 0.00
H -1.121 1.231 -5.145 0.00
H -0.461 -0.450 -4.844 0.00
H 0.989 1.848 -6.253 0.00
H 1.660 0.192 -6.089 0.00
H 3.077 1.835 -5.493 0.00
H 3.431 1.575 -3.742 0.00
H 1.736 3.887 -4.730 0.00
H 3.517 3.968 -4.453 0.00
H 2.459 3.673 -3.075 0.00
```

As for the total charge: +2. Its LUMO energy (alpha / beta) is -4.39 / -7.83 eV. The orbital gap (alpha / beta) comes out at 6.66 / 5.82 eV. As for the multiplicity: 6. The calculated total energy is -2037.046845 Ha.



Which of these has the lowest calculated total energy?
C26H44F9NO8S